[1]
Molecular formula: C32H22BBrF9N4O4PS3Se3Te2Ti
Method: DFT, the ωB97M-V functional and the def2-TZVPD basis

Geometry as XYZ:
```
83
C32H22BBrF9N4O4PS3Se3Te2Ti | OMol25 | the ωB97M-V functional and the def2-TZVPD basis
Te -5.6467 0.9260 0.6738
Te -4.2469 0.4149 2.9352
Br 2.6970 -0.5861 -0.7667
Se 0.9564 1.0135 -3.0738
Se -4.2096 -0.6439 -0.6216
Se -2.0462 1.0595 1.8965
Ti -1.8763 0.5777 -0.7356
S -0.0389 2.3245 -0.3033
S -2.1020 -2.7947 -2.6749
S -3.1067 1.8518 -2.5512
P 0.7517 -1.2993 1.7913
F 3.5663 -0.3103 -4.1620
F -1.1331 -0.6844 -4.6738
F 2.2746 -3.2137 3.7804
F 4.8145 -4.0067 3.6992
F 5.4468 -1.7805 -0.3664
F -0.7716 -2.6753 -6.4014
F 3.8951 -2.3084 -5.8967
F 1.7442 -3.5261 -7.0411
F 6.4074 -3.2938 1.6247
O -1.2654 -0.8936 -0.9931
O -3.1967 -3.9918 -2.9944
O -2.8017 -3.7709 -1.5685
O -0.7809 -3.2329 -2.9989
N -1.3402 3.3829 -3.9686
N -1.9044 4.2932 -2.0734
N -0.0796 3.8432 1.9373
N -1.5418 4.5194 0.4683
C 2.4593 -0.8662 -4.6792
C -0.6587 4.5758 -3.8776
C 5.1355 -2.8760 1.6597
C -2.0918 3.2164 -2.8584
C 1.1952 -0.3963 -4.3160
C -0.7184 4.9332 2.4821
C 2.4762 -1.9909 1.7481
C -0.2388 -2.8407 1.8545
C -1.6148 5.3516 1.5607
C 1.7335 0.1746 3.9375
C 0.8613 2.9845 2.6300
C -0.6154 3.5846 0.7201
C 2.6520 -1.8983 -5.5775
C -1.9113 -5.0800 1.8187
C 3.3094 -1.6573 0.6700
C 4.6233 -2.0974 0.6396
C -1.0171 5.1348 -2.7017
C 3.0146 -2.7937 2.7462
C -1.2185 2.4451 -5.0674
C 0.2972 -2.0800 -5.8432
C -2.4530 -3.8054 1.7343
C 1.5656 -2.5168 -6.1673
C 0.1335 -1.0449 -4.9421
C -0.3516 -0.3658 5.6664
C -0.3163 -0.9654 4.4155
C -1.6230 -2.6955 1.7363
C 4.3258 -3.2319 2.7195
C 0.7337 -0.7123 3.5379
C -0.5357 -5.2370 1.8957
C 0.2950 -4.1252 1.9123
C 0.6586 0.4987 6.0627
C 1.7048 0.7674 5.1906
B -2.5871 4.6165 -0.7118
H 0.3266 2.1778 3.1340
H 0.0301 4.8933 -4.6394
H -2.9397 5.7807 -0.7345
H -2.3117 6.1695 1.5841
H -1.9634 1.6662 -4.9338
H 0.6262 0.9678 7.0387
H -0.1009 -6.2290 1.9295
H -2.5573 -5.9490 1.7869
H 2.4970 1.4475 5.4821
H -3.5194 -3.6593 1.6202
H -0.2298 1.9878 -5.0429
H 1.4120 3.5827 3.3552
H -3.4883 3.8560 -0.5116
H -1.1177 -1.6292 4.1201
H 2.5457 0.4084 3.2558
H -1.1825 -0.5710 6.3306
H -2.0559 -1.7097 1.6128
H -0.4771 5.3031 3.4623
H 1.3669 -4.2744 1.9579
H -1.3878 2.9733 -6.0071
H -0.7077 6.0577 -2.2446
H 1.5463 2.5497 1.9059
```

## Properties
Highest occupied orbital energy (eV): -2.218
ΔE to the lowest compared entry with this formula, charge and spin (kcal per mole): 86.7
Gap between HOMO and LUMO (eV): 5.8995
E (eV): -418407.3510
E_LUMO (eV): 3.682
Total charge: -2



[2]
Molecular formula: C16H28N4
Method: DFT, the ωB97M-V functional and the def2-TZVPD basis

Geometry as XYZ:
```
48
C16H28N4 | OMol25 | the ωB97M-V functional and the def2-TZVPD basis
N -16.6211 -5.1959 16.3565
N -18.8178 -7.7593 7.1029
N -12.4799 -5.0787 14.0762
N -14.1525 -10.7164 15.8521
C -11.3426 -8.3184 14.6149
C -16.5259 -8.1895 8.2630
C -14.5651 -5.6706 17.9137
C -14.3087 -4.5477 18.9343
C -15.7061 -5.4130 17.0350
C -16.3240 -9.4620 16.5000
C -15.0940 -10.1707 16.1371
C -11.5133 -8.4450 13.1195
C -16.5973 -8.1108 9.7824
C -17.1937 -9.1942 15.2613
C -17.8151 -7.9567 7.6239
C -15.4032 -4.3713 19.9820
C -12.4268 -6.0755 14.6189
C -17.2599 -6.8209 10.3022
C -16.6141 -8.3166 14.1696
C -12.3311 -7.3682 15.3050
H -17.4810 -10.1871 14.8971
H -15.1955 -3.5451 20.6566
H -16.8397 -10.0271 17.2746
H -18.1236 -8.7979 15.6847
H -16.5337 -7.2864 14.5289
H -13.3483 -4.7661 19.4062
H -16.6875 -5.9353 10.0082
H -13.6621 -5.8443 17.3326
H -15.6086 -8.6321 13.8799
H -16.3531 -4.2005 19.4773
H -10.5767 -8.5920 12.5891
H -15.8104 -7.4544 7.8880
H -12.1526 -9.3077 12.8948
H -16.0122 -8.5311 16.9903
H -18.2608 -6.6975 9.8789
H -14.7702 -6.6010 18.4614
H -12.0533 -7.6223 12.6425
H -17.2751 -8.3174 13.3075
H -17.3706 -6.8333 11.3842
H -17.2449 -8.9178 10.1451
H -15.6214 -8.2003 10.2565
H -14.1780 -3.6358 18.3407
H -11.4533 -9.2900 15.0869
H -16.1687 -9.1733 7.9570
H -12.0218 -7.2125 16.3404
H -13.3645 -7.7271 15.3626
H -15.4064 -5.2695 20.6063
H -10.3544 -7.9399 14.8832
```

## Properties
Highest occupied orbital energy (eV): -11.540
ΔE to the lowest compared entry with this formula, charge and spin (kcal per mole): 7.5
Gap between HOMO and LUMO (eV): 11.9634
E (eV): -23005.5121
E_LUMO (eV): 0.423
Structure (SMILES): CCCC#N.CCCC#N.CCCC#N.CCCC#N



[3]
Molecular formula: C35H93Br18N17O14P4
Method: DFT, the ωB97M-V functional and the def2-TZVPD basis

Geometry as XYZ:
```
181
C35H93Br18N17O14P4 | OMol25 | the ωB97M-V functional and the def2-TZVPD basis
Br 1.2434 4.4858 -5.1612
Br -2.6275 3.2917 1.5170
Br 5.4539 3.0858 -1.8461
Br -2.5877 6.2377 0.1598
Br 1.9391 1.4028 -6.8377
Br 0.2868 -1.4024 -7.1339
Br 4.2812 4.7265 -6.5355
Br -5.0309 3.5356 -1.2920
Br -4.6179 5.5464 2.5848
Br 6.2934 5.5554 4.1620
Br 5.2607 3.2707 2.0102
Br -1.2372 1.5150 -7.5629
Br 5.9085 6.0996 -3.2272
Br -6.1966 6.5287 -1.0065
Br -8.2885 3.8973 -0.9107
Br 2.8711 7.1262 -4.6664
Br 3.4487 6.0170 2.8482
Br 3.6045 5.7375 -1.0129
P -4.6425 -4.1731 0.1519
P 3.6748 -5.4889 -0.9647
P -0.7596 4.4788 6.7704
P 0.6070 0.5454 -1.0227
O -0.2244 -0.7703 3.3610
O -6.8891 0.0872 -2.2467
O -2.4943 0.2058 -4.7472
O 7.8151 -1.4625 -0.5295
O -1.2438 0.5714 1.9831
O -4.3746 -2.7943 0.7052
O -4.8137 -0.3259 -2.1101
O -0.0472 5.7491 7.0301
O 3.3520 -6.5812 -1.8907
O 4.5376 -0.7511 -7.5843
O 6.2464 -0.2555 -1.5095
O 0.2568 -0.8127 -0.5412
O -4.6012 0.4338 -4.7401
O 4.4787 -0.5187 -5.4102
N -5.8799 -0.1408 -1.5977
N -0.9527 -0.5777 2.3882
N 1.2161 0.4312 -2.6036
N 1.8208 1.3259 -0.1253
N -3.4315 0.9160 -4.7197
N 4.9324 -0.2793 -6.5167
N 2.7934 -5.4889 0.5246
N -2.4757 4.6261 6.9166
N -3.8160 -4.4728 -1.3183
N -6.3003 -4.4539 -0.1481
N 7.2731 -0.3717 -0.7936
N 3.4837 -3.9096 -1.5504
N 5.3616 -5.5870 -0.5411
N -0.6447 1.6519 -1.1585
N -4.0568 -5.4147 1.0801
N -0.2545 3.1792 7.8112
N -0.5116 3.7619 5.2167
C -1.6316 -1.8226 1.8364
C -1.3610 2.6019 4.7815
C 2.5849 5.6734 -5.9949
C -2.0061 1.2511 -1.1908
C -5.8962 0.0398 -0.1341
C 3.2692 0.9058 -0.3071
C 4.7313 4.5739 3.4042
C -7.0418 -3.8125 -1.2177
C -2.7897 -3.4780 -1.7729
C 1.1503 3.1881 8.0885
C 2.2942 -3.6687 -2.4171
C -3.1518 5.6405 6.0896
C 3.2024 -6.6218 1.3877
C -0.4118 3.0472 -1.5459
C -3.1161 4.6662 8.1920
C -2.8183 5.2239 1.8026
C -4.3082 -6.7760 0.8072
C 5.9371 -4.8319 0.5962
C 0.4669 0.5183 -7.8038
C -7.1877 -4.6688 1.0360
C -3.9942 -5.6426 -2.2218
C 1.3804 -5.1855 0.5548
C 4.0543 -2.7044 -0.9740
C 4.5693 4.8107 -2.5407
C 0.3661 4.2927 4.2205
C -0.8452 1.8465 7.6904
C 2.1096 1.4015 -3.2971
C -3.1779 2.4126 -4.7018
C 6.1703 -5.6332 -1.7328
C 1.6163 1.9756 1.1931
C 5.8084 0.8738 -6.5178
C -3.1285 -5.2080 2.1580
C 7.9801 0.7884 -0.1113
C 0.6147 -0.5509 -3.5698
C -6.4470 4.5742 -0.4459
H -3.1991 -5.9923 2.9117
H -0.7531 1.7368 4.5165
H -1.9229 -3.5511 -1.1161
H 2.7257 0.8812 -4.0304
H -1.7056 2.9495 3.8076
H 3.4954 0.4399 -1.2661
H 6.5009 -3.9607 0.2625
H 1.6251 -2.9035 -2.0236
H 7.3525 1.0649 0.7359
H 9.0184 0.5634 0.1322
H 6.8072 0.5228 -6.7774
H 3.5877 0.1211 0.3792
H 7.1643 -5.9488 -1.4157
H -2.2369 0.8944 -0.1870
H 2.5053 2.5310 1.4917
H -6.8266 -5.4767 1.6723
H 1.5318 1.1891 1.9431
H 0.8675 -6.0777 0.1954
H -0.6378 3.0875 -2.6115
H 3.9315 1.7509 -0.1190
H -4.2007 4.5853 8.1202
H 1.1111 -1.5192 -3.5056
H 0.8197 5.2377 4.5192
H -3.0029 -2.4261 -1.5827
H 2.7506 -7.5708 1.0989
H 0.6735 -0.1509 -4.5820
H -2.3842 -3.6031 -2.7769
H -4.1782 5.7683 6.4333
H -0.7424 1.3533 8.6570
H 1.0596 -4.4846 -0.2158
H -3.3846 -7.2903 0.5418
H -4.9937 -6.8721 -0.0348
H -7.9735 -4.3510 -1.3909
H 0.6174 3.3738 -1.3963
H 5.1700 -4.5330 1.3105
H -8.2037 -4.9167 0.7287
H 0.6828 2.5253 1.3135
H 2.0450 6.0657 -6.8568
H -2.1866 0.3522 -1.7803
H -7.1290 -3.7278 1.5829
H 5.8544 -6.3656 -2.4757
H -1.0763 3.6743 -0.9517
H -1.9004 -1.6937 0.7880
H 7.9096 1.5131 -0.9224
H -2.1325 2.3849 5.5203
H -6.4203 -3.8043 -2.1130
H 3.7098 -1.8108 -1.4943
H 3.8026 4.5587 -3.2733
H 3.0615 -6.3299 2.4284
H -0.2869 4.4656 3.3651
H -6.1907 -0.9499 0.2149
H 1.7106 -4.5745 -2.5814
H 6.5722 -5.3982 1.2774
H 1.6096 2.0903 -3.9782
H -1.9108 1.8916 7.4653
H -2.1209 2.4265 -4.4358
H 1.3585 2.4079 8.8206
H -3.3710 2.8315 -5.6894
H -7.2061 -2.7555 -1.0079
H 5.8034 1.3902 -5.5578
H -6.3535 4.6548 0.6371
H 2.6840 -3.3287 -3.3766
H 5.1399 -2.6900 -1.0714
H 6.2201 -4.6277 -2.1507
H -2.7836 3.8284 8.8050
H -3.2807 -4.2168 2.5852
H 5.4005 1.6628 -7.1496
H -0.2310 1.3061 6.9700
H 4.2665 -6.8450 1.3105
H -6.5084 0.9183 0.0698
H -0.4229 -0.6821 -3.2629
H 1.0492 -4.9411 1.5641
H -2.6448 2.0927 -1.4588
H 1.2061 3.6044 4.1264
H -3.1549 5.2538 5.0705
H 4.2831 4.0864 4.2700
H -2.0866 5.5755 2.5300
H -4.8290 -7.1465 1.6902
H -2.4038 -2.2603 2.4690
H 3.8493 -2.7113 0.0965
H -2.7777 5.5581 8.7194
H -2.6158 6.5894 6.0678
H -5.0642 -5.8439 -2.2725
H -0.7793 -2.4984 1.7654
H -3.7788 -5.3356 -3.2452
H 0.6547 0.3431 -8.8631
H -2.1121 -5.2685 1.7689
H -4.8694 0.2357 0.1749
H 2.6447 1.9778 -2.5424
H 1.4854 4.1710 8.4196
H -3.9362 2.8682 -4.0650
H -3.5223 -6.5709 -1.8995
H 1.6815 2.9597 7.1645
```

## Properties
Highest occupied orbital energy (alpha / beta) (eV): -2.005 / -5.843
Gap between HOMO and LUMO (alpha / beta) (eV): 2.7840 / 6.6226
E (eV): -1389706.9538
E_LUMO (alpha / beta) (eV): 0.779 / 0.779
Total charge: -1
2S+1: 2



[4]
Molecular formula: C10H22N3
Method: DFT, the ωB97M-V functional and the def2-TZVPD basis

Geometry as XYZ:
```
35
C10H22N3 | OMol25 | the ωB97M-V functional and the def2-TZVPD basis
N -0.0379 0.8983 1.4351
N 2.1927 0.4044 1.2718
N -0.2296 1.0245 0.0493
C 1.0507 0.4943 2.0257
C -1.6006 -1.8270 -2.4838
C -0.8400 -0.5889 -1.9104
C 1.0268 0.0280 3.4304
C -1.7986 2.3965 -1.5347
C 3.4152 -0.1934 1.8745
C 0.7017 -0.9587 -1.9074
C -1.5871 1.4184 -0.3911
C -1.2845 -0.0192 -0.5555
C -1.7527 -0.8785 0.5113
H -1.5760 3.4871 -1.2654
H -2.8218 -0.8362 0.5731
H 1.0828 -0.5284 -0.9771
H -1.1588 -2.0658 -3.4903
H -1.3973 -1.8833 0.3631
H -1.4115 -2.7012 -1.8348
H 3.7214 -1.0801 1.4725
H -1.2200 2.0844 -2.3953
H -1.2906 -0.5856 1.4644
H 2.2568 0.7395 0.3238
H -2.1330 1.6748 0.5169
H 4.2222 0.5205 1.7335
H 1.1245 -0.7216 -2.8842
H 3.1947 -0.1150 2.8898
H -0.0874 -0.1857 3.7917
H -2.8376 2.3550 -1.8502
H 1.0182 -1.9645 -1.9570
H 1.5056 0.8604 3.9710
H -1.0286 0.1929 -2.6054
H 0.5183 1.2876 -0.6466
H 1.6900 -0.9837 3.5297
H -2.6279 -1.7499 -2.5384
```

## Properties
Highest occupied orbital energy (eV): -12.711
ΔE to the lowest compared entry with this formula, charge and spin (kcal per mole): 97.7
Gap between HOMO and LUMO (eV): 10.2434
E (eV): -15187.5535
E_LUMO (eV): -2.467
Structure (SMILES): CN/C(C)=N\[N@@H+]1[C@@H](C)[C@@]1(C)C(C)C
Total charge: +1



[5]
Molecular formula: C4H6N4
Method: DFT, the ωB97M-V functional and the def2-TZVPD basis

Geometry as XYZ:
```
14
C4H6N4 | OMol25 | the ωB97M-V functional and the def2-TZVPD basis
N -2.4681 -0.8271 -0.1691
N 1.6868 0.6002 -1.3841
N -0.5428 -0.4611 0.8146
N -1.7788 -0.0617 -1.0046
C -0.6053 0.1503 -0.4078
C -1.7793 -1.0397 0.9336
C 0.7349 0.8522 -0.3612
C 0.8615 0.0860 1.0243
H 0.8659 0.5896 1.9610
H 1.6056 -0.3708 -1.5660
H -2.1198 -1.7396 1.6305
H 1.3323 1.0327 -2.2236
H 0.6659 1.9397 -0.1145
H 1.5412 -0.7507 0.8668
```

## Properties
Highest occupied orbital energy (eV): -9.405
ΔE to the lowest compared entry with this formula, charge and spin (kcal per mole): 63.6
Gap between HOMO and LUMO (eV): 10.1199
E (eV): -10203.1833
E_LUMO (eV): 0.715



[6]
Molecular formula: C18H24IN6OTl
Method: DFT, the ωB97M-V functional and the def2-TZVPD basis

Geometry as XYZ:
```
51
C18H24IN6OTl | OMol25 | the ωB97M-V functional and the def2-TZVPD basis
Tl -0.4286 -0.5202 -0.6197
I -1.9794 0.3784 2.5684
O -2.5742 -1.6780 0.1308
N -2.6473 -0.6703 -4.7379
N -4.6038 -2.4184 0.7325
N -4.2732 2.6747 -2.7062
N -1.9402 -1.7849 -4.9811
N -2.2996 1.0644 -1.5887
N -1.3664 -1.2097 -2.9759
C -1.1802 -2.1006 -3.9324
C 3.6792 -2.2618 1.3166
C -3.4576 -1.7780 0.9788
C -3.3319 -1.2454 2.3938
C 3.5972 0.0726 0.3003
C 1.7402 2.2739 2.8138
C 3.3891 2.6152 0.2033
C 2.3725 1.1489 2.0669
C -2.2788 -0.3549 -3.5191
C -2.8013 0.8148 -2.7997
C -2.7915 2.1174 -0.9390
C 2.4591 -0.1528 2.3696
C -3.7888 1.6263 -3.3541
C 3.1089 1.3189 0.8059
C 3.2762 -0.8499 1.2408
C 4.4086 -0.0857 -0.9440
C 1.9635 -0.8971 3.5419
C -3.7750 2.9181 -1.4990
H -2.3991 2.3241 0.0487
H 5.3594 0.4444 -0.8705
H 2.4683 3.0514 3.0512
H 4.6348 -1.1326 -1.1327
H 4.3443 2.9438 0.6486
H 4.6255 -2.3190 1.8705
H 1.3477 -0.2777 4.1885
H -4.1854 1.4109 -4.3379
H -2.9485 -2.0359 3.0361
H 2.6545 3.3743 0.4641
H 1.3160 1.9288 3.7538
H 2.9609 -2.8703 1.8630
H -5.3318 -2.5057 1.4208
H 1.3801 -1.7670 3.2312
H 2.8064 -1.2805 4.1256
H -4.7322 -2.8630 -0.1628
H -4.1670 3.7721 -0.9616
H 0.9434 2.7439 2.2331
H -2.0334 -2.2605 -5.8659
H 3.8814 0.3032 -1.8165
H -4.2864 -0.9039 2.7836
H -0.5352 -2.9621 -3.8997
H 3.5593 2.5551 -0.8701
H 3.8606 -2.6896 0.3324
```

## Properties
Highest occupied orbital energy (eV): -14.486
Gap between HOMO and LUMO (eV): 6.2958
E (eV): -42823.6144
E_LUMO (eV): -8.191
Total charge: +2